DFT (ωB97M-V/def2-TZVPD) results for the molecule C4H7N3.

Computed properties:
* highest occupied orbital energy (alpha / beta): -6.274 / -6.251 eV
* E_LUMO (alpha / beta): 0.79 / 0.78 eV
* relative energy (zero: lowest compared OMol25 entry of this formula, charge and spin): 89.2 kcal/mol
* HOMO-LUMO gap (alpha / beta): 7.0648 / 7.0288 eV

Each line ends with the Löwdin charge.
Cartesian coordinates (Å):
C -1.55825 0.40507 -1.47049  -0.11
N -0.18269 0.15771 -1.55221  -0.03
C 0.49909 0.08078 -0.41857  -0.38
N 1.71886 -0.47125 -0.23649  0.06
N 1.71846 -0.70918 1.07884  -0.04
C 0.64091 -0.35234 1.76908  -0.07
C -0.30093 0.22769 0.81599  -0.16
H -1.31213 -0.27068 0.40565  0.12
H -1.81262 1.34657 -0.98121  0.03
H -2.06421 0.26520 -2.42391  0.03
H 0.22049 -0.26967 -2.37668  0.15
H 2.53805 -1.15898 1.46162  0.16
H 0.59044 -0.47012 2.84170  0.11
H -0.69546 1.21919 1.08668  0.12

Atomic forces in eV per Å
C -0.1 0.2 -0.2
N 0.2 -0.1 0.2
C -0.2 0.0 -0.2
N -0.2 0.1 0.0
N -0.1 -0.1 0.3
C 0.1 -0.1 -0.1
C 0.1 0.1 0.0
H 0.1 0.0 0.1
H 0.0 -0.1 0.0
H 0.1 0.0 0.1
H -0.1 0.1 0.1
H -0.1 0.1 0.0
H 0.0 0.0 -0.2
H 0.0 -0.2 0.0

DFT (ωB97M-V/def2-TZVPD) results for a cluster of 2 separate species, C3H8P2 in total.

Computed properties:
* highest occupied orbital energy (alpha / beta): -6.616 / -6.615 eV
* E_LUMO (alpha / beta): -0.93 / -0.95 eV
* relative energy (zero: lowest compared OMol25 entry of this formula, charge and spin): 124.9 kcal/mol
* HOMO-LUMO gap (alpha / beta): 5.6886 / 5.6645 eV

Each line ends with the Löwdin charge.
Cartesian coordinates (Å):
C -0.07705 0.06441 -0.12266  -0.60
C 1.32406 -0.40352 -0.42825  -0.13
C -0.84890 -0.33576 1.18595  -0.13
P -3.11183 0.73559 -3.69782  -0.08
P -1.05652 0.63661 -1.37464  0.70
H 1.51625 -1.40788 -0.57776  0.05
H 1.86297 0.00875 0.32843  0.04
H 1.80661 0.08503 -1.34471  0.10
H -1.85663 0.05476 1.20891  0.05
H -0.24686 0.09463 1.91214  0.04
H -0.86247 -1.39982 1.50442  0.08
H -1.91483 1.65331 -0.68646  -0.02
H -0.16102 1.29159 -2.08703  -0.11

Atomic forces in eV per Å
C -1.5 -1.6 0.4
C -1.2 2.2 -2.7
C 1.0 -1.0 -1.9
P 1.0 -0.3 1.1
P -3.1 1.0 0.7
H 0.1 -2.3 0.2
H 2.1 0.6 2.6
H -1.1 -0.4 0.9
H -0.1 0.2 0.0
H 0.8 1.2 1.9
H -0.1 0.3 -0.8
H 0.9 -1.2 -0.9
H 1.3 1.2 -1.5

DFT (ωB97M-V/def2-TZVPD) results for a structure of composition C31H51As3IrN7O9.

Computed properties:
* <S²>: 0.76
* highest occupied orbital energy (alpha / beta): -14.999 / -15.521 eV
* multiplicity: 2
* E_LUMO (alpha / beta): -7.30 / -8.81 eV
* relative energy (zero: lowest compared OMol25 entry of this formula, charge and spin): 0.0 kcal/mol
* net charge: +3
* HOMO-LUMO gap (alpha / beta): 7.6970 / 6.7105 eV

Each line ends with the Löwdin charge.
Cartesian coordinates (Å):
Ir 0.86530 -1.46137 -2.09661  1.37
C 2.66172 -4.52799 -2.40630  -0.13
C 1.37022 -4.42541 -1.59746  -0.19
N 1.20624 -3.17485 -0.83140  -0.14
C 2.23214 -2.94465 0.21089  -0.14
C 2.56920 -1.48294 0.24541  -0.18
N 2.75409 -0.97129 -1.13181  -0.13
C 3.26860 0.43941 -1.09115  -0.15
C 2.15427 1.42655 -1.34281  -0.18
C 1.78754 1.55407 -2.80183  -0.16
N 1.40890 0.24985 -3.43111  -0.13
C 2.44574 -0.28848 -4.33733  -0.17
C 1.97063 -1.61996 -4.81364  -0.15
N 1.79936 -2.55723 -3.67912  -0.17
C 2.98752 -3.37958 -3.37302  -0.16
H 2.54904 -5.45602 -2.96914  0.13
H 3.52939 -4.68687 -1.76536  0.12
H 1.34338 -5.28479 -0.92239  0.15
H 0.50630 -4.49684 -2.25067  0.08
H 0.28468 -3.18511 -0.39586  0.10
H 3.10593 -3.54927 -0.03390  0.13
H 1.87987 -3.25381 1.19439  0.14
H 3.45245 -1.31058 0.86464  0.15
H 1.74430 -0.92698 0.68538  0.08
H 3.43030 -1.55253 -1.61639  0.10
H 4.07462 0.53774 -1.81959  0.13
H 3.70117 0.63519 -0.10942  0.13
H 2.44411 2.41310 -0.97486  0.14
H 1.28206 1.11420 -0.77239  0.07
H 2.61967 1.97269 -3.37133  0.14
H 0.95118 2.24731 -2.89000  0.13
H 0.55916 0.40773 -3.96821  0.13
H 3.38657 -0.36245 -3.78902  0.12
H 2.61386 0.37718 -5.18661  0.15
H 2.64026 -2.03760 -5.56788  0.15
H 0.98913 -1.49157 -5.27713  0.14
H 1.03449 -3.18199 -3.93182  0.11
H 3.76989 -2.71623 -3.00414  0.11
H 3.38990 -3.82288 -4.28575  0.14
C 3.62101 5.18847 5.08198  0.03
O 2.36416 4.74898 4.50205  -0.01
C 2.28752 3.50502 4.12152  -0.55
O 3.18547 2.68977 4.16730  0.05
C 0.94006 3.04760 3.58613  -0.27
C -0.08063 3.82284 3.22148  -0.22
As -1.68475 3.21733 2.31342  1.44
C -3.14555 3.95717 3.30925  -0.18
C -1.68973 1.29233 2.34052  -0.24
C -0.65560 0.57102 2.77986  -0.28
As 1.11542 1.09970 3.45137  1.32
C 0.78722 0.68544 5.33373  -0.24
C -0.66129 -0.93856 2.65207  -0.57
O 0.12839 -1.50867 1.92679  0.04
O -1.50083 -1.48912 3.49904  0.00
C -1.61525 -2.93342 3.54405  0.02
C -2.84763 0.60736 1.64910  -0.53
O -2.75120 -0.46824 1.11260  0.11
O -3.93464 1.35858 1.68776  -0.07
C -5.13557 0.84168 1.04992  0.03
C -0.11486 5.34856 3.16775  -0.54
O 0.09354 6.10918 4.05695  0.17
O -0.55448 5.68731 1.93990  -0.12
C -0.67554 7.11113 1.67925  0.01
H 3.58000 6.27062 5.06366  0.11
H 4.45770 4.80817 4.50426  0.10
H 3.68273 4.82705 6.10530  0.11
H -3.00524 5.03476 3.37268  0.06
H -3.13706 3.51623 4.30486  0.07
H -4.07293 3.72932 2.79354  0.04
H -0.09503 1.20274 5.70094  0.05
H 1.66888 0.99282 5.89258  0.04
H 0.66065 -0.39009 5.44611  0.04
H -2.67072 -3.16384 3.44139  0.10
H -1.25232 -3.26305 4.51306  0.11
H -1.03763 -3.38511 2.74571  0.08
H -5.69223 1.71082 0.71669  0.11
H -5.70720 0.28558 1.78778  0.11
H -4.86999 0.20141 0.21498  0.08
H -1.37541 7.20282 0.85611  0.10
H 0.29893 7.50285 1.39911  0.11
H -1.03977 7.62496 2.56339  0.10
N -0.44269 -0.13078 -1.26218  0.03
C -1.31430 0.61431 -1.44836  -0.16
C -2.34124 1.53348 -1.62802  -0.23
C -3.40289 1.23019 -2.52357  -0.22
N -4.26578 0.95926 -3.23604  0.18
C -2.41449 2.63219 -0.74239  -0.17
N -2.45365 3.51796 0.00612  0.12
C -2.61581 -4.09058 -4.37124  -0.17
As -2.26259 -3.17171 -2.74876  1.07
C -3.61910 -1.89048 -2.43184  -0.19
C -2.25590 -4.42923 -1.31779  -0.18
O -0.70592 -2.49165 -2.96372  -0.65
H -3.61086 -4.53271 -4.31848  0.07
H -1.87813 -4.87781 -4.51600  0.05
H -2.57594 -3.38548 -5.19907  0.06
H -4.57241 -2.42135 -2.40926  0.07
H -3.63619 -1.16002 -3.23672  0.02
H -3.45513 -1.39971 -1.47224  0.03
H -3.26876 -4.81135 -1.18887  0.07
H -1.94832 -3.92114 -0.40498  0.04
H -1.59163 -5.25861 -1.54784  0.05

Atomic forces in eV per Å
Ir 3.5 0.0 -1.2
C 0.0 0.0 0.1
C 0.3 -0.2 0.1
N -1.7 0.5 -0.1
C 0.2 0.0 0.0
C 0.0 0.2 0.3
N -0.8 0.3 -0.2
C 0.0 0.0 0.0
C 0.1 0.1 0.1
C -0.2 0.1 0.0
N -1.2 -0.4 0.3
C 0.1 0.2 0.1
C -0.1 -0.3 -0.5
N -0.1 -0.1 0.8
C 0.0 -0.2 -0.1
H 0.1 0.0 -0.1
H -0.1 -0.1 0.0
H 0.0 0.1 0.1
H 0.0 0.0 -0.1
H 0.2 -0.3 0.3
H 0.0 0.1 0.0
H -0.1 -0.1 -0.1
H 0.1 0.0 -0.1
H 0.0 0.0 0.0
H 0.2 0.1 0.2
H 0.0 0.0 0.0
H 0.0 -0.2 0.0
H 0.1 0.0 0.0
H 0.1 0.2 0.1
H 0.0 0.0 0.0
H 0.0 -0.1 -0.1
H 0.1 0.1 -0.2
H 0.0 0.0 0.0
H 0.0 0.1 0.1
H 0.0 0.0 0.1
H 0.0 -0.1 0.0
H -0.1 0.0 0.0
H 0.1 -0.1 0.1
H -0.1 0.2 -0.1
C 0.0 0.0 0.0
O -0.1 0.0 -0.1
C 0.1 -0.1 0.0
O -0.2 0.0 0.1
C 0.1 0.0 0.1
C -0.1 0.4 -0.4
As 0.4 -0.2 0.5
C -0.2 0.1 -0.1
C -0.2 -0.1 -0.3
C 0.0 -0.2 0.0
As 0.3 0.1 -0.2
C 0.0 -0.1 0.1
C 0.0 0.3 0.1
O -0.3 -0.2 0.0
O 0.0 -0.2 0.0
C 0.0 0.2 0.0
C 0.2 0.2 0.2
O 0.0 -0.2 -0.1
O -0.2 -0.1 -0.1
C 0.1 0.1 0.1
C -0.2 -0.1 0.1
O 0.0 -0.1 0.1
O 0.1 0.0 0.0
C 0.0 0.0 0.0
H 0.0 0.0 0.0
H 0.0 0.0 0.0
H 0.0 0.0 0.0
H 0.0 0.0 0.0
H 0.0 0.0 0.0
H 0.0 0.0 0.0
H 0.0 0.0 0.0
H 0.0 0.0 0.0
H 0.0 0.0 0.0
H 0.0 0.0 0.0
H 0.0 0.0 0.0
H 0.0 0.0 0.0
H 0.0 0.0 0.0
H 0.0 0.0 0.0
H 0.0 0.0 0.0
H 0.0 0.0 0.0
H 0.0 0.0 0.0
H 0.0 0.0 0.0
N -0.5 -0.5 0.2
C 0.1 0.2 0.3
C 0.0 0.0 0.3
C 0.0 0.3 0.1
N 0.1 0.1 0.0
C 0.0 -0.1 -0.2
N 0.0 -0.1 -0.3
C 0.0 -0.1 -0.1
As 0.2 0.3 -0.1
C 0.0 -0.1 0.1
C 0.1 0.0 0.1
O -0.5 0.1 -0.3
H 0.0 0.0 0.0
H 0.0 0.0 0.0
H 0.0 0.0 0.0
H 0.0 0.0 0.0
H 0.0 -0.1 0.0
H 0.0 0.0 0.0
H 0.0 0.0 0.0
H 0.0 0.0 0.1
H 0.0 0.0 0.0

DFT (ωB97M-V/def2-TZVPD) results for the molecule C3H4ClFO.

Computed properties:
* highest occupied orbital energy: -9.686 eV
* SMILES string: OC/C(Cl)=C\F
* E_LUMO: 0.72 eV
* relative energy (zero: lowest compared OMol25 entry of this formula, charge and spin): 54.6 kcal/mol
* HOMO-LUMO gap: 10.4014 eV

Each line ends with the Löwdin charge.
Cartesian coordinates (Å):
C -0.31011 -0.72658 0.61558  -0.20
C 0.36426 0.56906 -0.03207  -0.65
C -0.32225 0.93724 -1.03064  -0.27
H 1.47186 -1.83151 0.43146  0.14
H -0.95498 -1.09209 -0.34276  0.16
H -1.06372 -0.31012 1.39119  0.15
H -0.06504 1.82271 -1.44618  0.08
O 0.81988 -1.46111 1.13234  -0.13
F -1.50772 0.43603 -1.31346  0.04
Cl 1.56781 1.65637 0.59453  0.68

Atomic forces in eV per Å
C 1.3 2.0 -1.6
C -0.6 -2.6 3.1
C -0.7 1.3 -0.9
H -2.2 1.3 1.4
H 1.8 -0.3 2.9
H 1.6 -1.5 -0.7
H 0.1 2.6 -2.3
O -0.1 -1.4 -0.8
F -1.0 -0.4 -1.2
Cl -0.1 -1.0 0.0